Entry 1:
C3H6NO2 | ωB97M-V/def2-TZVPD

Geometry (Å):
C -0.0735 -1.4651 -0.8851
C -0.7233 -0.2663 -0.1672
N -1.2409 0.7321 -1.0874
C 0.4433 0.3456 0.7263
O 0.6504 -0.3072 1.7681
O 1.1066 1.2623 0.1958
H 0.9670 -1.2115 -1.1100
H -0.0151 -2.3833 -0.3050
H -0.5624 -1.7072 -1.8370
H -1.4782 -0.5814 0.5490
H -0.4501 1.2766 -1.4387
H -1.6614 0.3052 -1.9179

Values from the calculation:
total charge = -1
LUMO energy = 4.3669 eV
highest occupied orbital energy = -3.9 eV
energy above the lowest of the compared OMol25 structures with the same formula, charge and spin = 0.2743 eV
structure (SMILES) = C[C@H](N)C(=O)[O-]
HOMO-LUMO gap = 0.30424 Ha

---

Entry 2:
C13H12N6O2S2 | ωB97M-V/def2-TZVPD

Geometry (Å):
N -2.1986 -3.3137 -0.0975
C -1.7647 -2.3979 0.8043
S -1.8393 -2.8349 2.3845
N -0.8615 -1.3538 0.6045
C -0.1303 -1.1270 -0.5663
N -0.2093 -1.7618 -1.7461
N 0.6349 -1.0995 -2.5802
C 0.9902 -1.4511 -3.7943
O 0.7658 -2.6240 -4.2227
N 1.7828 -0.6756 -4.5823
C 2.2113 0.5830 -4.1181
S 2.9626 1.6531 -5.1292
N 1.7764 1.0164 -2.8978
C 1.0426 0.1663 -2.0453
C 0.7134 0.0644 -0.6953
C 1.2803 1.0074 0.3474
C 0.1584 1.2832 1.3871
C -0.9880 1.9762 1.1959
C -1.8001 2.1910 2.3632
C -1.4721 1.7148 3.5899
O -2.2185 2.0894 4.6389
C -0.3128 1.0139 3.7988
C 0.4658 0.7287 2.6614
H -2.4408 -4.2518 0.3138
H -2.0013 -3.1133 -1.0830
H -0.5434 -0.8528 1.4648
H 2.0013 -0.9110 -5.5291
H 2.4185 1.7149 -2.4765
H 2.0922 0.6363 0.7959
H 1.7159 1.8284 -0.2514
H -1.3045 2.3361 0.2197
H -2.6632 2.8430 2.3021
H -1.6961 1.8681 5.3804
H -0.0541 0.6186 4.7336
H 1.4862 0.4353 2.8289

Values from the calculation:
LUMO energy = -0.1649 eV
highest occupied orbital energy = -8.2 eV
energy above the lowest of the compared OMol25 structures with the same formula, charge and spin = 0.2756 eV
structure (SMILES) = NC(=S)Nc1nn2c(=O)[nH]c(=S)[nH]c2c1Cc1ccc(O)cc1
HOMO-LUMO gap = 0.29613 Ha

---

Entry 3:
C13H17N3O3S2 | ωB97M-V/def2-TZVPD

Geometry (Å):
C 6.8738 1.7156 -0.0867
O 5.5035 2.0391 -0.0569
C 4.5925 1.0371 -0.0934
C 3.2496 1.4328 -0.0613
C 2.2446 0.4990 -0.0933
C 2.5402 -0.8687 -0.1583
C 1.5023 -1.8680 -0.1923
N 0.2635 -1.5577 -0.1649
N -0.6608 -2.5279 -0.1956
C -1.9917 -2.2450 -0.1735
S -3.0853 -3.4794 -0.1920
N -2.3049 -0.9370 -0.1400
C -3.6466 -0.4259 -0.0746
C -3.9759 0.1285 1.3254
C -5.3383 0.7712 1.2345
S -5.1692 1.7418 -0.3022
O -6.3765 1.7145 -1.0761
O -4.6036 3.0269 0.0015
C -3.8750 0.6969 -1.0756
C 3.8799 -1.2544 -0.1901
C 4.8969 -0.3206 -0.1585
H 7.1616 1.1082 0.7771
H 7.4013 2.6672 -0.0488
H 7.1421 1.1901 -1.0085
H 3.0326 2.4880 -0.0112
H 1.2116 0.8064 -0.0689
H 1.8213 -2.9152 -0.2431
H -0.3959 -3.5128 -0.2362
H -1.5223 -0.2977 -0.0848
H -4.3095 -1.2733 -0.2876
H -3.2361 0.8852 1.5960
H -3.9436 -0.6757 2.0612
H -6.1382 0.0530 1.0841
H -5.5658 1.4418 2.0553
H -2.9951 1.3230 -1.1946
H -4.2343 0.3567 -2.0401
H 4.1308 -2.3044 -0.2409
H 5.9205 -0.6593 -0.1849

Values from the calculation:
LUMO energy = 0.0030 eV
highest occupied orbital energy = -8.1 eV
energy above the lowest of the compared OMol25 structures with the same formula, charge and spin = 2.4836 eV
structure (SMILES) = COc1ccc(/C=N/NC(=S)N[C@H]2CCS(=O)(=O)C2)cc1
HOMO-LUMO gap = 0.29934 Ha

---

Question: Which value of highest occupied orbital energy does entry 3 give?
Answer: -8.1 eV

---

Question: Among the records above, which one has the highest HOMO-LUMO gap?
Answer: C3H6NO2

---

Question: Look up the HOMO-LUMO gap of the third one.
Answer: 0.29934 Ha